No. 1
ORCA calculation (ωB97M-V with the def2-TZVPD basis set) on a structure of composition C33H51BrNP3Zn.

Computed properties:
ΔE to the lowest compared entry with this formula, charge and spin = 91.0 kcal/mol
Net charge = +2
Energy = -6719.5762 hartree
Gap between HOMO and LUMO (spin up / spin down) = 5.999 / 4.739 eV
Largest force on an atom = 1.76 eV Å⁻¹
HOMO (spin up / spin down) = -12.90 / -12.65 eV
LUMO energy (spin up / spin down) = -6.9 / -7.9 eV

Each line ends with the Löwdin charge.
CARTESIAN COORDINATES (ANGSTROEM)
1 N -6.084 -1.979 3.600  0.07
2 C -5.479 -1.000 4.269  -0.12
3 C -5.115 0.186 3.629  0.00
4 C -5.310 0.294 2.234  -0.22
5 C -5.970 -0.765 1.561  -0.02
6 C -6.350 -1.876 2.292  -0.13
7 C -4.693 1.355 1.512  -0.01
8 Zn 0.529 0.641 -0.825  0.17
9 P 3.508 0.417 -2.010  0.95
10 C -4.548 1.361 0.153  -0.02
11 C -3.450 2.018 -0.488  -0.19
12 C -3.062 1.603 -1.795  -0.01
13 C -1.728 1.659 -2.134  -0.13
14 C -0.877 1.988 -1.105  -0.43
15 C -1.220 2.797 -0.044  -0.10
16 C -2.570 2.829 0.278  0.01
17 Br 1.574 2.470 -2.042  0.49
18 H -4.307 2.163 2.112  0.11
19 H -5.200 0.786 -0.510  0.12
20 H -4.594 0.981 4.162  0.10
21 H -6.142 -0.773 0.484  0.11
22 H -5.254 -1.096 5.342  0.12
23 H -6.880 -2.689 1.800  0.12
24 H -3.757 1.127 -2.478  0.13
25 H -2.883 3.293 1.204  0.12
26 H -1.332 1.343 -3.104  0.10
27 H -0.466 3.299 0.572  0.10
28 P -0.455 -1.558 -1.028  0.94
29 C 4.579 1.903 -1.536  -0.43
30 C 5.240 2.631 -2.688  -0.14
31 H 5.338 1.547 -0.819  0.08
32 H 3.921 2.613 -1.008  0.01
33 H 5.438 3.686 -2.444  0.10
34 H 6.199 2.156 -2.930  0.09
35 H 4.604 2.661 -3.573  0.05
36 C 3.366 -0.134 -3.809  -0.35
37 C 4.391 0.360 -4.819  -0.13
38 H 2.359 0.183 -4.118  0.06
39 H 3.411 -1.240 -3.804  0.09
40 H 3.956 0.381 -5.827  0.10
41 H 4.746 1.374 -4.643  0.04
42 H 5.273 -0.292 -4.849  0.08
43 C 4.453 -0.950 -1.213  -0.40
44 C 5.907 -0.845 -1.660  -0.11
45 H 4.021 -1.909 -1.536  0.06
46 H 4.344 -0.855 -0.120  0.06
47 H 6.438 -1.776 -1.414  0.10
48 H 5.965 -0.674 -2.750  0.07
49 H 6.403 -0.017 -1.134  0.08
50 C 0.358 -2.994 -0.200  -0.39
51 C 1.790 -3.280 -0.666  -0.13
52 H -0.282 -3.865 -0.421  0.10
53 H 0.316 -2.834 0.891  0.05
54 H 2.212 -4.098 -0.065  0.10
55 H 1.816 -3.589 -1.719  0.08
56 H 2.440 -2.404 -0.552  0.02
57 C -0.693 -2.289 -2.693  -0.39
58 C -1.646 -1.554 -3.629  -0.13
59 H -1.054 -3.316 -2.525  0.10
60 H 0.310 -2.367 -3.141  0.08
61 H -1.714 -2.108 -4.575  0.09
62 H -2.664 -1.505 -3.223  0.07
63 H -1.317 -0.535 -3.861  0.05
64 C -2.168 -1.517 -0.333  -0.34
65 C -2.307 -1.930 1.131  -0.11
66 H -2.795 -2.156 -0.975  0.10
67 H -2.541 -0.487 -0.476  0.05
68 H -3.363 -2.101 1.368  0.08
69 H -1.761 -2.853 1.354  0.07
70 H -1.944 -1.146 1.805  0.05
71 C 2.388 1.986 1.761  -0.23
72 P 1.178 0.649 1.447  0.88
73 C 2.155 -0.816 1.948  -0.23
74 C -0.069 0.866 2.789  -0.34
75 C -0.524 -0.226 3.556  -0.11
76 C -1.320 -0.024 4.681  -0.06
77 C -1.750 1.265 5.033  -0.06
78 C -1.389 2.346 4.209  -0.06
79 C -0.586 2.140 3.088  -0.11
80 H 3.362 1.771 1.293  0.04
81 H 2.516 2.054 2.852  0.07
82 H 2.006 2.941 1.372  0.05
83 H 2.443 -0.712 3.004  0.08
84 H 1.569 -1.735 1.834  0.02
85 H 3.066 -0.904 1.339  0.02
86 H -0.243 -1.231 3.261  0.10
87 H -1.591 -0.880 5.302  0.12
88 H -2.339 1.432 5.932  0.12
89 H -1.737 3.358 4.435  0.12
90 H -0.366 2.968 2.423  0.08

---

No. 2
ORCA calculation (ωB97M-V with the def2-TZVPD basis set) on a cluster of 3 separate species, CH10NO2 in total.

Computed properties:
ΔE to the lowest compared entry with this formula, charge and spin = 16.4 kcal/mol
Net charge = +1
Energy = -249.0842 hartree
Gap between HOMO and LUMO = 12.150 eV
Largest force on an atom = 1.66 eV Å⁻¹
HOMO = -15.64 eV
LUMO energy = -3.5 eV

Each line ends with the Löwdin charge.
CARTESIAN COORDINATES (ANGSTROEM)
1 C -0.388 -1.228 1.793  0.01
2 N 0.004 -0.145 0.796  0.13
3 H -1.066 -0.861 2.554  0.10
4 H -0.920 -1.968 1.204  0.10
5 H 0.514 -1.624 2.239  0.10
6 H 0.930 0.137 1.109  0.15
7 H -0.671 0.604 0.699  0.15
8 H 0.206 -0.483 -0.154  0.12
9 H 0.339 2.573 -1.002  0.06
10 H 1.841 2.306 -0.828  0.07
11 O 0.968 1.998 -0.541  -0.05
12 H -0.120 -0.770 -3.174  0.05
13 H -1.061 0.143 -2.355  0.04
14 O -0.577 -0.681 -2.339  -0.04

---

> What is the formula in the first record?

C33H51BrNP3Zn

---

> The lowest largest force on an atom belongs to which entry?

CH10NO2

---

> Among the records above, which one has the lowest largest force on an atom?

CH10NO2